ORCA calculation (ωB97M-V/def2-TZVPD) on a 2-piece molecular cluster, C12H15N2O overall.

HOMO   -0.46224 Ha
Relative energy (zero: lowest compared OMol25 entry of this formula, charge and spin)   10.4 kcal per mole
Gap between HOMO and LUMO   0.3182 Ha
Spin multiplicity   1
Strongest force on any atom   2.0 eV/Å
Charge   +1

```
30
Properties=species:S:1:pos:R:3:forces:R:3:lowdin_charge:R:1
C 3.34607 0.62629 -0.97321 0.5 0.1 0.1 0.0009
O 1.93499 0.90899 -0.92256 -0.1 -0.7 0.4 -0.0573
C 1.11112 -0.08989 -0.73531 1.1 -0.4 -1.7 -0.0800
C -0.28183 0.25088 -0.89540 -0.7 -0.1 -0.2 -0.1824
C -1.17223 -0.82986 -1.02730 0.2 0.1 0.4 -0.0076
C -2.52707 -0.62039 -1.19067 0.0 -0.2 0.0 -0.0135
C -3.02395 0.68272 -1.27655 0.2 -0.2 0.0 -0.2474
C -4.48477 0.93700 -1.38545 -0.2 0.1 0.0 -0.0321
C -2.13522 1.76093 -1.26409 0.4 0.3 0.0 -0.0168
C -0.77511 1.57515 -1.09998 0.6 -0.7 0.4 0.0242
H 3.86807 1.58323 -1.01263 -0.3 -0.1 0.1 0.1071
H 3.61590 0.09819 -0.06064 0.1 -0.1 -0.1 0.0875
H 3.62062 0.05828 -1.86636 -0.3 -0.1 0.1 0.1090
H 1.47138 -1.14073 -0.95704 -0.6 1.5 0.1 0.1649
H -0.76282 -1.83489 -0.97288 -0.2 0.0 0.1 0.1243
H -3.20411 -1.47797 -1.23006 0.2 0.3 -0.1 0.1313
H -4.67579 2.00880 -1.41747 -0.2 -0.1 0.0 0.0836
H -4.90343 0.47991 -2.28116 0.0 0.0 -0.1 0.0966
H -5.00724 0.49702 -0.53482 0.0 0.1 0.0 0.0968
H -2.52833 2.77322 -1.38233 0.1 -0.3 0.0 0.1258
H -0.06775 2.40598 -1.13127 -0.3 -0.2 0.1 0.1272
N 1.68997 -0.85563 1.24349 -0.3 0.9 1.0 0.0161
C 1.38116 -0.07366 2.27042 0.3 -0.8 1.2 -0.1234
N 1.65506 -0.71242 3.46630 0.1 -0.5 -1.0 0.0713
C 2.16927 -1.96506 3.14393 -0.2 0.5 -1.0 -0.0637
C 2.19959 -2.03780 1.75883 -0.2 0.3 1.2 -0.0934
H 0.97860 0.94018 2.26913 0.1 -0.5 -0.3 0.1436
H 1.49296 -0.38940 4.42969 0.1 -0.1 -1.0 0.1737
H 2.44800 -2.69802 3.88565 0.0 0.2 0.0 0.1192
H 2.56693 -2.86105 1.14973 -0.2 0.4 0.1 0.1145
```
Forces are in eV/Å.

---

ORCA calculation (ωB97M-V/def2-TZVPD) on C23H25Br36FN3O2S as an isolated structure.

HOMO   -0.40848 Ha
Gap between HOMO and LUMO   0.2083 Ha
Spin multiplicity   1
Strongest force on any atom   12.0 eV/Å
Charge   +1

```
91
Properties=species:S:1:pos:R:3:forces:R:3:lowdin_charge:R:1
N 3.94577 -6.90202 -1.90935 -11.4 2.8 2.1 0.1794
C 2.69501 -6.58336 -1.65617 8.1 -1.3 0.1 -0.0852
O 1.52235 -6.07567 -0.87946 2.9 -1.9 -4.0 -0.2951
N 1.32481 -4.75216 -1.15368 0.0 5.6 -1.3 -0.2184
C 2.48344 -3.81759 -0.88618 -1.7 3.5 -1.2 -0.0059
C 2.34960 -2.20472 -1.18389 -4.1 -3.7 -0.7 0.0932
C 0.87095 -1.66037 -1.74071 1.1 -2.4 0.3 -0.0272
C 0.78767 -0.02509 -2.00712 0.5 -0.5 0.1 -0.1328
C 0.75984 0.66710 -0.49697 -0.7 -1.0 0.1 -0.1194
F -0.18420 1.80747 -0.42122 2.6 -2.7 -0.4 -0.1580
C -0.38777 -2.70818 -1.97672 3.6 -1.5 1.1 -0.0157
C -1.86948 -2.19857 -2.48093 0.6 1.2 0.6 -0.1414
C -3.02409 -2.70306 -1.43409 -0.4 -1.2 -1.0 -0.1402
C -4.17292 -1.59603 -1.06591 -0.8 4.9 1.8 -0.2976
N -5.61314 -2.13932 -0.94879 3.1 -1.2 0.5 0.0592
O -3.97837 -0.29805 -0.82024 -0.6 -8.2 -1.7 -0.0370
C -0.05435 -4.31540 -1.66682 1.1 2.6 0.8 -0.3038
S -1.31118 -5.70962 -1.91289 0.9 1.2 0.8 0.7574
H 3.52369 -4.20519 -0.45481 -2.7 0.4 -1.2 0.1407
H 3.24149 -1.46752 -1.00478 -1.9 -1.8 -0.4 0.1297
H -0.11394 0.29980 -2.67933 1.6 -0.8 1.5 0.1064
H 1.77773 0.29482 -2.59013 -2.2 -0.8 1.3 0.1301
H 0.39075 -0.18537 0.25010 0.5 2.2 -1.4 0.1361
H 1.86509 0.92398 -0.20703 -2.4 0.2 -0.5 0.1354
H -1.84654 -1.00781 -2.42524 0.1 -2.6 0.0 0.1171
H -2.09887 -2.44450 -3.61967 0.6 0.1 2.6 0.1430
H -3.57775 -3.61844 -1.96377 1.1 2.0 1.3 0.1070
H -2.50019 -3.18331 -0.47944 -1.4 1.5 -1.8 0.1302
H -5.86650 -2.25258 0.07179 0.4 0.8 -1.4 0.1029
H -5.64015 -3.13915 -1.31331 0.2 1.7 0.5 0.0784
H -1.83787 -6.06358 -0.62925 1.2 0.9 -1.2 -0.0547
C -1.36546 4.54418 2.05807 -0.1 0.0 -0.1 -1.5842
Br -1.92899 5.85119 3.38419 0.3 -0.3 -0.3 0.5303
Br -0.08211 5.29370 0.80289 -0.3 -0.2 0.5 0.5436
Br -0.70111 2.91380 2.88555 -0.2 0.5 -0.1 0.5326
H -2.25480 4.27040 1.48088 0.5 0.2 0.3 -0.1112
C -2.54505 3.93901 -2.74033 0.0 0.2 0.0 -1.5562
Br -3.09337 3.59348 -0.90610 0.0 -0.1 -0.6 0.6310
Br -0.77829 4.74845 -2.82737 -0.5 -0.3 -0.1 0.5518
Br -2.66474 2.34196 -3.84457 0.1 0.3 0.2 0.5328
H -3.25103 4.66702 -3.15338 0.3 -0.4 0.2 -0.0177
C 1.61444 -6.68989 3.00599 -0.1 -0.2 0.5 -1.5528
Br 2.01830 -5.85023 4.71372 -0.1 -0.2 -0.5 0.5899
Br 1.92836 -5.48237 1.51349 0.1 -0.1 2.6 0.7877
Br 2.56193 -8.37452 2.78575 -0.2 0.6 0.0 0.5930
H 0.54450 -6.92282 3.00929 0.5 0.2 -0.1 -0.0184
C -3.29486 0.61789 -7.95801 0.0 0.3 -0.2 -1.5900
Br -3.41088 -0.47589 -9.56258 0.0 0.3 0.5 0.5676
Br -5.02749 1.34013 -7.44751 0.5 -0.3 -0.1 0.5661
Br -2.44809 -0.33771 -6.49035 -0.1 0.1 -0.3 0.4844
H -2.65114 1.47054 -8.19809 -0.2 -0.4 0.2 -0.0193
C -1.65890 0.95750 6.55673 -0.3 0.0 0.0 -1.5774
Br -1.72993 -0.11806 8.17617 0.1 0.3 -0.4 0.5499
Br -1.93355 2.84681 6.92999 0.2 -0.5 -0.2 0.5361
Br -0.02089 0.64847 5.55390 -0.3 0.0 0.3 0.5255
H -2.48920 0.63318 5.92078 0.4 0.1 0.3 -0.0208
C -5.54817 6.03618 5.69114 -0.2 0.0 0.1 -1.5827
Br -6.43220 7.18895 4.39728 0.3 -0.3 0.3 0.5668
Br -5.01417 4.33970 4.90308 -0.2 0.4 0.2 0.5182
Br -4.05572 6.93298 6.55863 -0.2 -0.3 -0.2 0.5526
H -6.28221 5.80937 6.47138 0.3 0.1 -0.4 -0.0216
C -1.93116 5.52427 9.75959 -0.2 -0.1 -0.1 -1.6177
Br -2.49470 6.83129 11.08571 0.2 -0.3 -0.3 0.5659
Br -0.64782 6.27380 8.50441 -0.3 -0.2 0.3 0.5099
Br -1.26682 3.89389 10.58707 -0.1 0.4 -0.1 0.5360
H -2.82050 5.25049 9.18241 0.4 0.1 0.2 -0.0515
C 1.88739 -0.56122 -7.69784 0.0 0.0 -0.3 -1.6127
Br 1.53314 -0.89709 -5.81471 0.0 0.0 -0.2 0.4989
Br 0.97368 -1.83895 -8.84535 0.2 0.4 0.4 0.5550
Br 1.48279 1.27572 -8.19400 0.0 -0.5 0.2 0.5702
H 2.96200 -0.70472 -7.85162 -0.6 0.0 0.2 -0.1549
C 2.72755 7.93719 5.81655 0.1 0.1 -0.2 -1.5993
Br 3.94229 6.80323 6.82800 -0.4 0.3 -0.2 0.5542
Br 1.15543 6.96053 5.21754 0.3 0.2 0.2 0.5148
Br 2.24907 9.54494 6.80164 0.1 -0.5 -0.2 0.5597
H 3.26465 8.26025 4.91867 -0.3 -0.2 0.4 -0.0244
C 5.48739 -3.23843 -8.36250 0.0 -0.2 -0.1 -1.5878
Br 5.13314 -3.57430 -6.47937 0.0 0.1 -0.4 0.5465
Br 4.57368 -4.51615 -9.51001 0.2 0.4 0.4 0.5679
Br 5.08279 -1.40149 -8.85866 0.4 -0.5 0.0 0.6256
H 6.56200 -3.38192 -8.51628 -0.5 0.1 0.1 -0.1336
C 9.38739 -2.34954 -10.48842 0.2 0.0 -0.3 -1.5769
Br 9.03314 -2.68541 -8.60530 0.2 0.1 -0.4 0.6082
Br 8.47368 -3.62726 -11.63594 0.2 0.4 0.4 0.5686
Br 8.98279 -0.51260 -10.98458 0.0 -0.5 0.2 0.5654
H 10.46200 -2.49303 -10.64220 -0.5 0.1 0.1 -0.0214
C -1.53819 -1.29934 12.47078 0.0 0.0 0.3 -1.5998
Br -1.94456 -2.69905 11.18232 0.1 0.4 0.2 0.5347
Br 0.27165 -0.61968 12.25447 -0.5 -0.2 0.0 0.5528
Br -2.85783 0.12927 12.42778 0.4 -0.4 -0.1 0.5478
H -1.59208 -1.75463 13.46518 0.0 0.2 -0.5 -0.0232
```
Forces are in eV/Å.

---

ORCA calculation (ωB97M-V/def2-TZVPD) on a 2-piece molecular cluster, C5H8N2O2S overall.

SMILES   CC=C=[N+]([O-])O.CSC#N
HOMO   -0.33060 Ha
Relative energy (zero: lowest compared OMol25 entry of this formula, charge and spin)   150.3 kcal per mole
Gap between HOMO and LUMO   0.3559 Ha
Spin multiplicity   1
Strongest force on any atom   1.0 eV/Å
Charge   0

```
18
Properties=species:S:1:pos:R:3:forces:R:3:lowdin_charge:R:1
C 2.77026 1.81486 -0.36866 0.1 0.0 0.1 -0.0846
C 1.72836 0.88678 -0.90315 0.1 0.2 -0.2 -0.1068
C 1.43148 -0.26939 -0.40312 0.0 -0.3 -0.2 0.0302
N 0.90729 -1.34293 -0.01790 0.5 -0.4 -0.2 -0.3080
O -0.03325 -1.49542 0.78073 -0.7 -0.3 0.7 -0.0584
O 1.50306 -2.53976 -0.48447 0.4 0.3 -0.4 0.0614
H 3.41703 1.31509 0.34845 0.0 0.0 0.0 0.0788
H 3.36975 2.21320 -1.18606 0.0 0.0 0.0 0.0764
H 2.27591 2.65200 0.12781 0.1 0.1 0.0 0.0827
H 1.17897 1.23205 -1.77444 -0.2 -0.1 0.0 0.1057
H 1.01059 -3.26127 -0.05781 -0.3 0.5 0.2 0.1161
C -2.97566 -0.52855 1.43545 0.0 0.1 -0.2 -0.3553
S -3.84093 -0.25326 -0.15046 -0.3 -0.3 0.4 0.8635
C -2.57442 0.44174 -0.99065 0.1 0.0 0.0 -0.6781
N -1.68927 0.89722 -1.56270 0.5 0.3 -0.3 0.0994
H -1.98965 -0.94314 1.24683 -0.1 0.0 0.0 0.0000
H -3.58981 -1.23120 1.98927 -0.1 0.0 0.0 0.0351
H -2.89971 0.41197 1.97087 0.0 0.0 0.1 0.0419
```
Forces are in eV/Å.